1.
ORCA calculation (wB97M-V/def2-TZVPD) on 2 unconnected molecules or ions with the total composition C4H13NOS2.

Structure (ORCA input):
```
! wB97M-V def2-TZVPD RIJCOSX def2/J DEFGRID3
* xyz 0 1
C 2.66532 0.76756 -0.12520
C 1.63794 0.66424 -1.36127
S -0.02461 1.24164 -0.74739
S -1.23859 -0.21695 -0.72636
C -1.55269 -0.66349 0.99344
C -1.39041 0.39149 2.07848
N -1.89358 1.84428 1.98846
H 2.39064 0.34154 0.95305
H 3.52855 0.21204 -0.29169
H 3.10113 1.88379 -0.04429
H 1.90262 1.30808 -2.17831
H 1.87313 -0.30839 -1.80687
H -2.64611 -1.07894 0.97470
H -0.94139 -1.59532 1.19388
H -1.89153 -0.07115 2.94027
H -0.33552 0.49756 2.19998
H -2.83264 2.06572 1.81770
H -1.34364 2.36132 1.27387
O -0.06769 -3.30815 -3.31645
H -0.85816 -2.87532 -3.37159
H -0.08273 -3.46156 -2.44443
*
```

Computed properties:
* SMILES: CCSSCCN.O
* gap between HOMO and LUMO: 8.983 eV
* LUMO level: 0.0194 Eh
* highest occupied orbital energy: -0.311 Ha

2.
ORCA calculation (wB97M-V/def2-TZVPD) on 2 unconnected molecules or ions with the total composition C4H13NS.

Structure (ORCA input):
```
! wB97M-V def2-TZVPD RIJCOSX def2/J DEFGRID3
* xyz 0 1
C 2.26532 -1.54562 -3.89853
C 1.49688 -0.88772 -2.78308
N 0.05455 -1.02196 -2.87367
H 2.20036 -0.98393 -4.78854
H 3.29847 -1.71265 -3.67237
H 1.83016 -2.48652 -4.15603
H 1.84475 -1.13245 -1.68102
H 1.70054 0.20407 -2.82526
H -0.35796 -0.76312 -3.76723
H -0.27842 -1.93722 -2.53854
C 0.04731 2.08141 2.56188
S -0.91948 0.61959 2.93915
C -2.09024 0.15323 1.62246
H 0.88553 1.99970 3.30018
H -0.52239 3.02449 2.61256
H 0.59127 1.92243 1.55165
H -3.02610 0.70425 1.87757
H -1.92504 0.51728 0.67097
H -2.22698 -0.92378 1.48891
*
```

Computed properties:
* SMILES: CCN.CSC
* gap between HOMO and LUMO: 9.243 eV
* LUMO level: 0.0349 Eh
* highest occupied orbital energy: -0.305 Ha

3.
ORCA calculation (wB97M-V/def2-TZVPD) on 3 unconnected molecules or ions with the total composition C4H13O3.

Structure (ORCA input):
```
! wB97M-V def2-TZVPD RIJCOSX def2/J DEFGRID3
* xyz -1 1
C 0.67145 -0.04080 0.22886
O 0.86621 -0.41375 -1.07224
C -0.50349 1.02843 0.30190
C -1.78457 0.27532 0.54776
C -3.05306 0.88662 -0.04078
H 0.45992 -0.91701 0.86836
H 1.66379 0.30717 0.62191
H -0.61814 1.54955 -0.67843
H -0.21035 1.77469 1.03443
H -1.98971 0.22647 1.61580
H -1.71083 -0.76992 0.20682
H -3.97720 0.35011 0.03647
H -2.89757 1.34761 -1.01711
H -3.13935 1.81821 0.52393
H 2.80687 -1.25609 0.42747
H 1.91009 -2.37407 0.23331
O 2.56963 -2.09157 0.87229
H 2.25107 -0.35177 -1.27452
H 3.31887 -0.85957 -2.16705
O 3.36637 -0.48963 -1.26918
*
```

Computed properties:
* gap between HOMO and LUMO: 7.531 eV
* LUMO level: 0.1412 Eh
* highest occupied orbital energy: -0.136 Ha

In order of appearance, largest force on an atom = 5.50 2.58 2.50 eV/Å.
In order of appearance, energy above the lowest of the compared OMol25 structures with the same formula, charge and spin = 2.514 1.107 0.947 eV.